{
  "formula": "C5H6O2",
  "method": "ωB97M-V/def2-TZVPD",
  "species": ["O", "H", "O", "H", "C", "H", "C", "C", "H", "C", "C", "H", "H"],
  "xyz": [[1.6191, -1.0449, 1.4160], [-1.3936, 3.0152, -2.9774], [0.1340, -1.3684, -0.7827], [-1.5575, -0.8636, 0.2860], [0.2352, -0.9052, 1.6062], [1.7070, -1.5757, 0.6056], [0.0911, 0.6193, -0.5114], [-0.4576, -0.7774, 0.2457], [0.0301, 0.0499, 2.0940], [-0.9482, 2.3222, -2.2768], [-0.4739, 1.5161, -1.4957], [1.1778, 0.7203, -0.4634], [-0.1633, -1.7080, 2.2538]],
  "forces_ev_per_a": [[0.1, -0.1, -0.1], [0.3, -0.4, 0.5], [0.2, 1.5, -0.8], [0.3, 0.3, 0.0], [-0.3, 0.3, 0.0], [0.1, 0.1, 0.1], [-0.3, -2.2, -0.3], [0.1, 2.1, -0.2], [0.2, -0.1, 0.3], [0.3, -0.7, 0.6], [-0.7, -0.7, -0.1], [-0.3, -0.3, 0.4], [-0.1, 0.1, -0.5]],
  "gap_ev": [8.41, 8.41],
  "max_force_ha_per_bohr": 0.044,
  "de_lowest_kcal_mol": 122.3,
  "spin_multiplicity": 1,
  "energy_ev": -9371.7922,
  "homo_energy_ha": [-0.3504, -0.3506]
}